Formula: C12H71N4O25
Source: OMol25
Level of theory: ωB97M-V/def2-TZVPD

Each line ends with the Mulliken charge.
Atoms and positions in Å:
1 C -0.060191 -1.445268 2.215790  -1.38
2 C -0.574114 -2.669763 1.362693  0.28
3 C 0.332207 -3.039088 0.109384  -0.78
4 C -0.526917 -2.731114 -1.202536  0.42
5 C 0.334610 -2.487470 -2.505154  -1.65
6 C 1.273787 -1.218571 -2.478825  0.34
7 C 0.802931 -0.117332 -1.460790  0.23
8 C -0.590331 0.554744 -1.797872  -0.12
9 C -1.003684 0.509580 -3.308600  0.11
10 C -0.093167 1.411725 -4.236575  -0.88
11 N -0.525554 2.848917 -4.244919  -0.27
12 C 0.178679 3.581618 -3.228937  0.71
13 N 1.449774 3.751803 -3.192870  -0.72
14 N -0.610729 4.145719 -2.124816  -0.73
15 N 2.636383 -1.745391 -1.960998  -0.33
16 C 3.481378 -1.196105 -2.647886  0.35
17 O 4.338713 -0.678367 -3.293169  -0.57
18 H 0.157640 -0.518211 1.627773  0.18
19 H -0.907163 -1.172223 2.918602  0.36
20 H 0.813322 -1.674155 2.876678  0.27
21 H -0.666017 -3.539182 2.081707  0.24
22 H -1.648401 -2.421522 1.059559  -0.07
23 H 1.330797 -2.538845 0.095934  0.44
24 H 0.506218 -4.146454 0.139640  0.36
25 H -1.287275 -1.933401 -0.987622  -0.04
26 H -1.127482 -3.670154 -1.395563  0.33
27 H -0.359498 -2.527523 -3.398655  0.25
28 H 1.006644 -3.395007 -2.613519  0.45
29 H 0.819756 -0.441812 -0.377394  -0.61
30 H 1.565689 0.731086 -1.538912  0.31
31 H -1.426797 0.189490 -1.134367  0.28
32 H -0.466071 1.648076 -1.539245  -0.12
33 H -2.049978 0.959071 -3.361768  0.00
34 H -1.102308 -0.520354 -3.740367  0.25
35 H 1.001047 1.314225 -4.016859  0.30
36 H -0.241708 1.018666 -5.286030  0.23
37 H -1.512840 2.903812 -3.982656  0.17
38 H 1.685767 4.308306 -2.359625  0.24
39 H -0.156271 3.906292 -1.232897  0.18
40 H -1.521872 3.675964 -2.069218  0.33
41 O 4.091900 -2.383878 -5.864508  -0.65
42 H 4.806341 -1.841293 -6.212268  0.27
43 H 4.091257 -2.186347 -4.919306  0.35
44 O -3.789077 -3.540320 1.124810  -0.49
45 H -4.193348 -4.193676 1.707034  0.21
46 H -4.477050 -3.350472 0.473353  0.26
47 O -3.860232 1.105738 -2.478302  -0.57
48 H -4.265843 0.450423 -1.899194  0.23
49 H -4.557072 1.319891 -3.114382  0.29
50 O -5.874419 -5.688783 0.788548  -0.59
51 H -6.385641 -6.446223 1.095774  0.27
52 H -5.779120 -5.839659 -0.159532  0.31
53 O -5.291122 2.181251 -4.995987  -0.66
54 H -5.843732 2.935370 -5.230358  0.32
55 H -4.449683 2.579953 -4.739841  0.30
56 O 1.507073 2.665169 0.343073  -0.47
57 H 1.263966 2.285117 1.193802  0.25
58 H 2.471745 2.568485 0.308480  0.15
59 O 3.539745 1.203412 -0.461729  -0.56
60 H 3.580269 0.236965 -0.443940  0.26
61 H 4.039320 1.443296 -1.252367  0.27
62 O 1.881344 -0.471001 4.738597  -0.59
63 H 1.543778 0.214133 5.323669  0.30
64 H 2.475301 -0.983167 5.299483  0.30
65 O -1.182389 -3.586841 4.702018  -0.59
66 H -1.581502 -4.242219 5.284803  0.27
67 H -1.872737 -3.399111 4.054227  0.30
68 O -1.500621 -5.667708 -0.442547  -0.58
69 H -1.843510 -4.982511 0.149250  0.17
70 H -0.913964 -6.188735 0.118109  0.33
71 O -2.877484 -6.522213 2.651125  -0.58
72 H -3.280141 -7.176060 3.233292  0.27
73 H -3.565091 -6.329529 1.999425  0.34
74 O 1.308161 7.479758 -1.958582  -0.73
75 H 0.786545 6.665672 -1.982720  0.36
76 H 2.214429 7.173569 -1.810288  0.35
77 O 4.080709 7.608539 -0.542492  -0.65
78 H 4.352597 8.532723 -0.563088  0.32
79 H 3.750402 7.481355 0.358052  0.33
80 O -1.174444 -6.402180 -3.378194  -0.66
81 H -0.459256 -5.857559 -3.727117  0.33
82 H -1.172477 -6.210514 -2.430286  0.34
83 O 6.995615 -1.941221 -5.597474  -0.64
84 H 6.641687 -1.258748 -5.012397  0.34
85 H 7.578976 -2.455639 -5.029442  0.30
86 O -5.285549 -2.601759 -1.730600  -0.64
87 H -4.562270 -2.182469 -2.214707  0.25
88 H -5.397723 -3.453370 -2.170599  0.34
89 O 1.407909 7.743790 1.097151  -0.68
90 H 0.890663 6.979807 1.382878  0.31
91 H 1.476584 7.635632 0.135923  0.38
92 O -8.076900 -3.454948 -0.760617  -0.63
93 H -7.356163 -2.917182 -1.115386  0.33
94 H -8.074313 -3.255220 0.181889  0.31
95 O 3.722856 -3.092616 4.609074  -0.63
96 H 3.217306 -3.851186 4.921663  0.31
97 H 3.807239 -3.241214 3.659993  0.31
98 O 2.472444 3.268145 3.060603  -0.62
99 H 2.511255 2.303160 3.081494  0.29
100 H 2.969019 3.505943 2.269673  0.33
101 O 3.339195 0.182993 6.865931  -0.57
102 H 4.048622 0.723523 6.502699  0.31
103 H 3.352845 0.385962 7.806534  0.26
104 O -0.415684 6.586209 3.523600  -0.62
105 H -0.731849 7.248496 4.149381  0.31
106 H 0.174679 6.032918 4.047674  0.31
107 O 5.223143 1.909883 8.159442  -0.57
108 H 5.932598 2.450712 7.793483  0.29
109 H 5.235503 2.113376 9.101564  0.28
110 O -2.369941 7.021551 5.573096  -0.61
111 H -2.557920 6.846563 6.501862  0.30
112 H -3.021732 6.494306 5.096604  0.32

Cartesian forces (eV/Å) of the 3 atoms listed first:
-0.8 -0.1 0.6
0.1 0.5 0.5
-1.4 -0.1 -0.1

The value obtained for the gap between HOMO and LUMO is 3.4 eV. Its LUMO energy is 1.37 eV. As for the net charge: -1. For the HOMO energy, the calculation gives -2.05 eV. As for the maximum force: 2.21 eV/A.

Formula: C12H7Cl2N3O2S
Source: OMol25
Level of theory: ωB97M-V/def2-TZVPD

Each line ends with the Mulliken charge.
Atoms and positions in Å:
1 N 3.888077 0.511666 -2.735094  -0.53
2 C 3.364158 0.403086 -1.689905  -0.29
3 C 2.787444 0.325833 -0.400111  -0.02
4 C 2.178556 -0.847870 0.002604  1.12
5 C 2.758541 -2.083814 -0.490863  0.47
6 N 3.147930 -3.106440 -0.898296  -0.51
7 C 1.732488 -0.957746 1.436932  0.07
8 O 1.200501 -1.999646 1.845775  -0.61
9 C 1.817505 0.283246 2.270407  0.18
10 Cl 1.395132 0.115105 3.912700  -0.13
11 C 2.175166 1.488426 1.737704  0.14
12 Cl 2.108364 2.934913 2.634897  -0.11
13 C 2.605729 1.591228 0.318835  0.45
14 O 2.821029 2.667813 -0.233504  -0.60
15 C -2.306938 -1.535341 -2.501752  -1.04
16 S -1.457377 -0.833865 -1.023730  0.26
17 C -2.133495 -1.968303 0.242950  -0.90
18 C 0.215988 -1.358627 -1.090817  -0.05
19 C 0.737388 -1.492340 -2.406234  -0.07
20 N 1.133853 -1.562878 -3.521719  -0.52
21 H -1.765783 -1.225837 -3.398217  0.41
22 H -2.372810 -2.626521 -2.428576  0.36
23 H -3.313720 -1.102669 -2.522608  0.39
24 H -1.398427 -2.031851 1.047318  0.28
25 H -3.055115 -1.503077 0.608662  0.39
26 H -2.334392 -2.948904 -0.201056  0.37
27 H 0.367492 -2.181805 -0.374452  0.49

Cartesian forces (eV/Å) of the 3 atoms listed first:
-1.3 -0.3 2.5
1.8 0.5 -2.8
-0.8 -0.5 0.0

The value obtained for the gap between HOMO and LUMO is 5.8 eV. Its LUMO energy is -2.52 eV. The value obtained for the energy relative to the best compared isomer or geometry (same formula, charge and spin) is 235.8 kJ/mol. For the HOMO energy, the calculation gives -8.35 eV. As for the maximum force: 3.46 eV/A.

Formula: C12H7F12N4O4S2SbV
Source: OMol25
Level of theory: ωB97M-V/def2-TZVPD

Each line ends with the Löwdin spin population.
Atoms and positions in Å:
1 V 0.941582 -0.304369 1.614629  0.98
2 F -3.137517 -1.322627 3.960656  0.00
3 C -1.921025 -1.009736 3.637792  0.00
4 F -1.102580 -1.045680 4.658591  0.00
5 F -1.852110 0.176638 3.039839  0.00
6 S -1.361310 -2.296361 2.340594  0.00
7 O -0.466103 -1.336840 1.339171  -0.04
8 O -2.515256 -2.779779 1.704255  0.00
9 N -0.320910 -3.264818 2.930615  0.00
10 S 1.219968 -2.830317 2.803302  0.01
11 O 1.303677 -1.374649 3.265598  0.01
12 O 1.761733 -2.930762 1.474177  0.01
13 C 2.066075 -3.949236 4.099401  0.00
14 F 1.479751 -3.717976 5.238915  0.00
15 F 1.888611 -5.167575 3.679248  0.00
16 F 3.318643 -3.586859 4.097565  0.00
17 F 1.792665 1.021892 2.347140  -0.01
18 Sb 4.286963 0.344419 1.342108  0.00
19 F 5.006362 1.222037 2.774103  0.00
20 F 5.619129 -0.483439 0.432310  0.00
21 F 3.848026 -1.075733 2.454686  0.00
22 F 2.568276 -0.303957 0.573222  0.01
23 F 3.903881 1.926791 0.504902  0.00
24 N -4.351460 1.830282 -7.342777  0.00
25 C -3.713605 1.796351 -6.389086  0.00
26 C -2.899234 1.734885 -5.199663  0.00
27 C -1.713368 2.459082 -5.133734  0.00
28 C -0.925258 2.393946 -3.996066  0.00
29 C -1.353977 1.608733 -2.942651  0.00
30 C -2.530140 0.882689 -2.984803  0.00
31 C -3.308951 0.947531 -4.127559  0.00
32 N -0.549244 1.574726 -1.732324  0.01
33 C 0.128867 2.652070 -1.182940  0.01
34 C 0.706553 2.213517 -0.046959  0.00
35 N 0.390158 0.863651 0.107723  0.01
36 C -0.382955 0.528304 -0.943925  0.01
37 H -1.404043 3.064197 -5.974442  0.00
38 H 0.018892 2.920499 -3.959345  0.00
39 H -2.861595 0.292657 -2.140404  0.00
40 H -4.241433 0.403967 -4.183156  0.00
41 H 0.109569 3.627346 -1.636498  0.00
42 H 1.315201 2.750401 0.657962  0.00
43 H -0.762508 -0.455897 -1.162173  0.00

Cartesian forces (eV/Å) of the 3 atoms listed first:
1.1 0.8 -0.7
0.0 0.1 0.0
0.1 -0.1 0.0

The value obtained for the gap between HOMO and LUMO (spin up / spin down) is 4.3 / 4.8 eV. The spin multiplicity is 2. Its LUMO energy (spin up / spin down) is -10.49 / -9.95 eV. As for the net charge: +2. For the HOMO energy (spin up / spin down), the calculation gives -14.79 / -14.79 eV. As for the maximum force: 1.54 eV/A.

Please write out number 2 again, unchanged.
Formula: C12H7Cl2N3O2S
Source: OMol25
Level of theory: ωB97M-V/def2-TZVPD

Each line ends with the Mulliken charge.
Atoms and positions in Å:
1 N 3.888077 0.511666 -2.735094  -0.53
2 C 3.364158 0.403086 -1.689905  -0.29
3 C 2.787444 0.325833 -0.400111  -0.02
4 C 2.178556 -0.847870 0.002604  1.12
5 C 2.758541 -2.083814 -0.490863  0.47
6 N 3.147930 -3.106440 -0.898296  -0.51
7 C 1.732488 -0.957746 1.436932  0.07
8 O 1.200501 -1.999646 1.845775  -0.61
9 C 1.817505 0.283246 2.270407  0.18
10 Cl 1.395132 0.115105 3.912700  -0.13
11 C 2.175166 1.488426 1.737704  0.14
12 Cl 2.108364 2.934913 2.634897  -0.11
13 C 2.605729 1.591228 0.318835  0.45
14 O 2.821029 2.667813 -0.233504  -0.60
15 C -2.306938 -1.535341 -2.501752  -1.04
16 S -1.457377 -0.833865 -1.023730  0.26
17 C -2.133495 -1.968303 0.242950  -0.90
18 C 0.215988 -1.358627 -1.090817  -0.05
19 C 0.737388 -1.492340 -2.406234  -0.07
20 N 1.133853 -1.562878 -3.521719  -0.52
21 H -1.765783 -1.225837 -3.398217  0.41
22 H -2.372810 -2.626521 -2.428576  0.36
23 H -3.313720 -1.102669 -2.522608  0.39
24 H -1.398427 -2.031851 1.047318  0.28
25 H -3.055115 -1.503077 0.608662  0.39
26 H -2.334392 -2.948904 -0.201056  0.37
27 H 0.367492 -2.181805 -0.374452  0.49

Cartesian forces (eV/Å) of the 3 atoms listed first:
-1.3 -0.3 2.5
1.8 0.5 -2.8
-0.8 -0.5 0.0

The value obtained for the gap between HOMO and LUMO is 5.8 eV. Its LUMO energy is -2.52 eV. The value obtained for the energy relative to the best compared isomer or geometry (same formula, charge and spin) is 235.8 kJ/mol. For the HOMO energy, the calculation gives -8.35 eV. As for the maximum force: 3.46 eV/A.

Question: maximum force of number 2 (C12H7Cl2N3O2S)?
Answer: 3.46 eV/A

Copy entry 2 word for word.
Formula: C12H7Cl2N3O2S
Source: OMol25
Level of theory: ωB97M-V/def2-TZVPD

Each line ends with the Mulliken charge.
Atoms and positions in Å:
1 N 3.888077 0.511666 -2.735094  -0.53
2 C 3.364158 0.403086 -1.689905  -0.29
3 C 2.787444 0.325833 -0.400111  -0.02
4 C 2.178556 -0.847870 0.002604  1.12
5 C 2.758541 -2.083814 -0.490863  0.47
6 N 3.147930 -3.106440 -0.898296  -0.51
7 C 1.732488 -0.957746 1.436932  0.07
8 O 1.200501 -1.999646 1.845775  -0.61
9 C 1.817505 0.283246 2.270407  0.18
10 Cl 1.395132 0.115105 3.912700  -0.13
11 C 2.175166 1.488426 1.737704  0.14
12 Cl 2.108364 2.934913 2.634897  -0.11
13 C 2.605729 1.591228 0.318835  0.45
14 O 2.821029 2.667813 -0.233504  -0.60
15 C -2.306938 -1.535341 -2.501752  -1.04
16 S -1.457377 -0.833865 -1.023730  0.26
17 C -2.133495 -1.968303 0.242950  -0.90
18 C 0.215988 -1.358627 -1.090817  -0.05
19 C 0.737388 -1.492340 -2.406234  -0.07
20 N 1.133853 -1.562878 -3.521719  -0.52
21 H -1.765783 -1.225837 -3.398217  0.41
22 H -2.372810 -2.626521 -2.428576  0.36
23 H -3.313720 -1.102669 -2.522608  0.39
24 H -1.398427 -2.031851 1.047318  0.28
25 H -3.055115 -1.503077 0.608662  0.39
26 H -2.334392 -2.948904 -0.201056  0.37
27 H 0.367492 -2.181805 -0.374452  0.49

Cartesian forces (eV/Å) of the 3 atoms listed first:
-1.3 -0.3 2.5
1.8 0.5 -2.8
-0.8 -0.5 0.0

The value obtained for the gap between HOMO and LUMO is 5.8 eV. Its LUMO energy is -2.52 eV. The value obtained for the energy relative to the best compared isomer or geometry (same formula, charge and spin) is 235.8 kJ/mol. For the HOMO energy, the calculation gives -8.35 eV. As for the maximum force: 3.46 eV/A.

Question: Among the records above, which one has the lowest maximum force?
Answer: C12H7F12N4O4S2SbV